Record 1
Here is a 5-piece molecular cluster, C34H49BF4N5O2 overall in a non-equilibrium geometry from the Open Molecules 2025 dataset. Energies are from ωB97M-V/def2-TZVPD.

Cartesian coordinates (Å):
F 14.18016 9.81322 13.21316
F 13.54087 12.03026 13.37851
F 12.59984 10.46789 14.79838
F 12.06957 10.53907 12.56063
O 9.18273 11.90198 11.69283
O 8.87263 13.99898 12.34520
N 14.30306 12.58646 16.13774
N 8.56245 16.31249 17.75843
N 12.99046 11.40146 8.97044
N 13.15541 7.30827 14.19885
N 7.66907 8.83628 10.05849
C 10.95184 8.11735 13.96872
C 9.84007 8.09973 11.67828
C 7.45977 17.28207 18.05666
C 12.09581 7.90644 14.71908
C 12.29973 12.74842 17.44408
C 11.38303 9.62871 8.71204
C 14.93790 13.01357 8.66074
C 10.06057 15.36883 16.20450
C 10.94509 7.76511 12.62324
C 12.85900 14.42073 15.80246
C 8.92812 16.11933 16.52571
C 10.36993 15.01737 18.54769
C 13.19211 6.92609 12.90571
C 10.83114 14.81748 17.22755
C 15.45385 11.77337 15.75701
C 10.09444 12.64901 13.82903
C 14.51383 11.57404 9.01692
C 9.34178 9.37566 11.68272
C 8.26926 9.73708 10.83002
C 9.32759 12.88700 12.49159
C 9.22641 7.17291 10.77490
C 8.15927 7.57573 10.01298
C 14.02778 13.73507 15.54051
C 11.99501 13.97584 16.78582
C 12.21321 12.39625 9.72860
C 12.65776 10.02029 9.43344
C 16.49187 12.93147 8.45564
C 14.37657 7.19929 14.98347
C 6.44448 9.24821 9.35572
C 12.09474 7.17553 12.09505
C 9.24535 15.75140 18.76826
C 13.45484 12.09332 17.06748
C 12.50319 11.41423 7.53402
C 11.18979 10.65594 7.62120
B 13.09692 10.71082 13.46824
H 10.24472 11.60936 14.14028
H 13.51452 9.42811 9.11181
H 6.69140 17.17229 17.28256
H 6.69132 9.85508 8.49683
H 9.73635 10.05663 12.43016
H 12.28694 8.25860 15.69893
H 10.39843 11.33666 7.87911
H 14.10668 7.11579 16.03314
H 14.35604 13.34523 7.80693
H 8.90847 15.91648 19.77057
H 14.80197 11.21007 10.00847
H 16.85961 13.84781 7.95088
H 12.60462 10.07676 10.50983
H 9.62147 6.16630 10.69434
H 16.82682 12.09488 7.84463
H 14.68360 14.02283 14.72524
H 14.87210 10.91798 8.21064
H 11.15619 12.11234 9.79536
H 13.71978 11.11899 17.45862
H 16.35933 12.34950 15.80145
H 9.51857 13.19168 14.57690
H 10.57513 9.61239 9.41693
H 7.82935 10.72586 10.92967
H 14.69041 13.65297 9.51289
H 11.62024 12.27858 18.15675
H 7.70743 6.81339 9.37946
H 17.08051 12.86601 9.38650
H 11.40315 8.60418 8.31091
H 14.87349 8.11930 14.72780
H 5.87401 8.34155 9.09636
H 13.29853 10.91989 6.96296
H 11.10540 13.07522 13.71385
H 12.58565 12.54516 10.75954
H 10.27429 15.23305 15.15969
H 7.92019 18.27655 18.05707
H 12.69584 15.31372 15.24537
H 6.99600 17.04991 18.99636
H 15.27789 11.46603 14.72959
H 14.94346 6.34582 14.63234
H 8.32431 16.58789 15.73902
H 12.18750 6.95748 11.03130
H 10.83441 14.58933 19.44138
H 12.29568 12.40420 7.18310
H 12.25831 13.36216 9.25213
H 10.15777 8.62826 14.45805
H 5.85436 9.83274 10.03169
H 15.56559 10.89100 16.35054
H 14.11217 6.51583 12.53724
H 10.90974 10.39752 6.61469

Properties
- gap between HOMO and LUMO (eV) = 5.5
- highest occupied orbital energy (eV) = -13.8
- charge = +3
- F_max (Eh/bohr) = 0.0487
- E_tot (Ha) = -2172.87918

Partial charges, Löwdin, in e: 0.096 0.124 0.077 0.146 -0.145 0.002 -0.065 -0.076 -0.274 -0.087 -0.070 0.067 -0.126 0.068 -0.005 0.070 -0.130 -0.191 0.055 -0.116 0.048 0.015 0.055 0.030 -0.095 0.046 -0.016 -0.114 0.032 0.026 -0.732 0.044 -0.007 0.013 -0.106 0.025 -0.095 -0.079 0.049 0.050 0.050 0.006 0.006 -0.079 -0.137 -1.273 0.053 0.139 0.117 0.112 0.102 0.138 0.113 0.116 0.107 0.152 0.145 0.088 0.112 0.134 0.073 0.165 0.128 0.109 0.148 0.116 0.051 0.076 0.138 0.109 0.142 0.153 0.083 0.132 0.097 0.119 0.149 0.067 0.120 0.120 0.126 0.136 0.102 0.089 0.115 0.172 0.139 0.146 0.133 0.110 0.139 0.105 0.104 0.151 0.127

=====

Record 2
Here is C5H8O in the gas phase in a non-equilibrium geometry from the Open Molecules 2025 dataset. Energies are from ωB97M-V/def2-TZVPD.

Cartesian coordinates (Å):
O -0.86847 1.86697 -0.09306
C 1.34285 -0.02948 -0.48024
C -1.09461 -0.63221 -0.30729
C 0.34086 -1.07428 -0.11832
C -0.74691 0.62235 0.55081
C 0.67591 0.04849 0.85385
H -1.47143 -0.44546 -1.32626
H 2.33842 -0.42769 -0.59554
H -1.32772 0.69494 1.47074
H -0.45942 1.84738 -0.97054
H 1.22764 0.91412 -1.02735
H 0.65068 -2.10314 0.04190
H 1.21407 0.00103 1.81026
H -1.82187 -1.28303 0.19102

Properties
- gap between HOMO and LUMO (eV) = 11.0
- structure (SMILES) = O[C@H]1C[C@H]2C[C@H]21
- highest occupied orbital energy (eV) = -9.9
- ΔE to the lowest compared entry with this formula, charge and spin (kcal per mole) = 51.5
- F_max (Eh/bohr) = 0.0219
- E_tot (Ha) = -270.47576

Partial charges, natural (NBO), in e: -0.707 -0.440 -0.433 -0.201 0.115 -0.268 0.201 0.228 0.189 0.464 0.198 0.219 0.222 0.213

=====

Record 3
Here is C6H9Cl2O6Y as an isolated structure in a non-equilibrium geometry from the Open Molecules 2025 dataset. Energies are from ωB97M-V/def2-TZVPD.

Cartesian coordinates (Å):
Y -0.69935 -0.33603 -0.84994
Cl -0.37021 0.53097 -3.53256
Cl -2.77424 -1.96093 -1.80511
O 1.80748 -0.60465 -1.16974
O 0.15349 1.85135 -0.25293
O -1.99558 -0.68384 1.27867
O 0.18628 -0.79112 1.49306
O 0.66025 -2.48434 -1.07097
O -1.95065 1.84002 -0.87574
C -0.86831 3.96693 -0.71158
C 1.74957 -1.85842 -1.18148
C -1.10049 -0.75916 3.49476
C 3.02127 -2.63653 -1.35767
C -0.89808 2.46641 -0.61560
C -0.96207 -0.72408 1.99480
H -1.15065 4.38270 0.26059
H 3.83594 -2.16828 -0.80679
H -0.38605 -0.07725 3.95435
H 3.28259 -2.65008 -2.41940
H 0.13651 4.30752 -0.95260
H 2.87806 -3.67211 -1.05195
H -1.57177 4.33744 -1.45517
H -0.86979 -1.77215 3.83183
H -2.11420 -0.50438 3.80115

Properties
- gap between HOMO and LUMO (eV) = 7.4
- highest occupied orbital energy (eV) = -2.1
- ΔE to the lowest compared entry with this formula, charge and spin (kcal per mole) = 0.2
- charge = -2
- F_max (Eh/bohr) = 0.0208
- E_tot (Ha) = -1644.59637

Partial charges, natural (NBO), in e: 2.023 -0.782 -0.773 -0.745 -0.774 -0.753 -0.752 -0.761 -0.742 -0.711 0.770 -0.715 -0.714 0.776 0.763 0.206 0.207 0.210 0.215 0.215 0.204 0.214 0.213 0.207

=====

Record 4
Here is C2H4N3S2 as an isolated structure in a non-equilibrium geometry from the Open Molecules 2025 dataset. Energies are from ωB97M-V/def2-TZVPD.

Cartesian coordinates (Å):
S -1.25793 -0.60128 -2.62530
S -2.37123 -1.85158 0.70046
N 0.50702 0.10173 0.67960
N -0.30564 -0.23363 -1.28459
N 0.78232 0.47649 -1.44053
C 1.29041 0.63677 -0.26328
C -0.56407 -0.40202 0.00310
H 0.49586 0.18120 1.69547
H -2.35342 -1.55283 2.00457
H 2.24605 1.20147 -0.22946
H -0.79562 0.60776 -3.30065

Properties
- gap between HOMO and LUMO (spin up / spin down) (eV) = 9.8 / 6.0
- highest occupied orbital energy (spin up / spin down) (eV) = -13.2 / -13.7
- ΔE to the lowest compared entry with this formula, charge and spin (kcal per mole) = 0.0
- charge = +1
- F_max (Eh/bohr) = 0.0616
- multiplicity = 3
- E_tot (Ha) = -1038.81604

Partial charges, natural (NBO), in e: 0.262 0.347 -0.549 -0.351 -0.238 0.185 0.293 0.463 0.125 0.265 0.199

=====

Record 5
Here is C27H41F2N2RuS4 as an isolated structure in a non-equilibrium geometry from the Open Molecules 2025 dataset. Energies are from ωB97M-V/def2-TZVPD.

Cartesian coordinates (Å):
Ru 0.39626 -0.02684 0.37556
S 2.22522 1.02121 -1.37774
S 2.44532 1.05714 2.03749
S -0.55191 2.36987 1.51871
S -1.20808 1.17689 -1.65066
F 0.14364 -2.84068 1.84341
F 1.93465 -1.82589 1.10351
N -1.77560 -0.99155 0.65589
N 0.01069 -1.82687 -1.15170
C -0.01555 2.06764 -2.72291
C 1.97377 2.71773 2.64789
C -5.18298 -3.33342 1.85262
C 0.89254 -5.92077 -4.09035
C 0.84004 -1.69190 1.95549
C -2.11701 2.53159 -0.81319
C 3.48889 1.98275 -0.44391
C 0.91820 3.43607 1.83133
C -3.99449 -2.48938 1.44694
C -3.11094 -2.94179 0.46940
C 1.29321 2.45214 -2.06986
C -6.04008 -3.60258 0.60665
C -1.34344 3.36845 0.18635
C -0.22458 -6.74134 -2.02427
C -2.00693 -2.18572 0.09055
C 0.94057 -3.43767 -2.64013
C -0.24707 -5.65271 -3.10716
C 0.96204 -2.21885 -1.98466
C -6.05586 -2.65453 2.90881
C -4.65097 -4.65264 2.43061
C -1.10116 -3.88758 -1.52126
C 3.84084 1.38400 0.90006
C -0.12463 -4.31034 -2.42081
C -3.71422 -1.24562 2.01126
C -1.57728 -5.69201 -3.87363
C -2.60104 -0.54504 1.58770
C -1.01992 -2.64920 -0.89638
H 1.31331 3.76368 0.87023
H -6.46713 -1.71742 2.54131
H 4.38808 1.99694 -1.06293
H -1.61845 -4.89284 -4.61071
H -2.51503 3.18286 -1.59449
H -0.51871 2.96245 -3.08938
H -2.94788 2.01446 -0.32914
H 1.60524 2.52967 3.65613
H 0.15405 1.39107 -3.56076
H 1.85649 -5.94159 -3.58820
H -6.89077 -3.30616 3.15058
H -3.28015 -3.89695 0.00693
H -2.43072 -5.59512 -3.20839
H 2.88182 3.31933 2.70751
H -5.50331 -2.47447 3.82785
H -1.92733 -4.54387 -1.30453
H -6.37693 -2.66771 0.16356
H 0.73990 -6.89310 -4.54938
H -2.36421 0.42341 2.01908
H -4.08099 -5.21249 1.69540
H -2.04042 4.04493 0.68321
H -1.05954 -6.64348 -1.33681
H -4.01124 -4.46550 3.28986
H -6.91521 -4.18016 0.88946
H 4.53260 2.04577 1.42304
H 1.78137 -1.52830 -2.14705
H -0.28671 -7.71571 -2.49832
H 0.91224 -5.18105 -4.88693
H 4.30526 0.40531 0.77778
H -5.48660 -5.26624 2.75225
H 1.14461 3.15738 -1.25444
H -5.49340 -4.16552 -0.14450
H 0.56756 4.31045 2.38611
H -1.66239 -6.64101 -4.39443
H 3.11872 3.00097 -0.34315
H -4.34651 -0.82081 2.77098
H 1.74013 -3.69322 -3.31138
H 1.21066 -1.58613 2.98119
H 1.94602 2.90522 -2.81632
H 0.69883 -6.69436 -1.45197
H -0.56815 3.96321 -0.29552

Properties
- gap between HOMO and LUMO (spin up / spin down) (eV) = 7.1 / 7.8
- highest occupied orbital energy (spin up / spin down) (eV) = -13.9 / -14.2
- charge = +2
- F_max (Eh/bohr) = 0.0597
- multiplicity = 2
- E_tot (Ha) = -3049.77316

Partial charges, Löwdin, in e: 0.844 0.889 0.873 0.867 0.860 0.042 -0.116 0.011 0.016 -0.476 -0.472 -0.556 -0.051 -0.285 -0.483 -0.462 -0.476 -0.124 0.072 -0.477 -0.025 -0.462 -0.024 -0.198 0.043 -0.556 -0.114 -0.051 -0.023 0.070 -0.475 -0.125 0.040 -0.026 -0.118 -0.194 0.059 0.092 0.098 0.097 0.096 0.098 0.077 0.086 0.085 0.091 0.096 0.112 0.080 0.100 0.091 0.112 0.096 0.096 0.073 0.081 0.097 0.081 0.097 0.097 0.097 0.068 0.097 0.093 0.088 0.097 0.046 0.080 0.102 0.097 0.074 0.116 0.115 0.114 0.102 0.097 0.071

=====

Record 6
Here is C3H6FN3 in the gas phase in a non-equilibrium geometry from the Open Molecules 2025 dataset. Energies are from ωB97M-V/def2-TZVPD.

Cartesian coordinates (Å):
F -1.25138 0.23279 -2.23630
N -0.24765 0.38569 1.69125
N -0.40962 1.52523 0.93345
N 1.36765 -1.08157 -0.10476
C -0.45033 0.18420 -1.12853
C 0.35066 -0.89038 -1.00032
C -0.52271 1.39737 -0.32823
H -0.66377 2.31339 -0.86075
H -0.49609 0.57518 2.62144
H -0.88571 -0.35644 1.33286
H 1.27175 -0.57456 0.79133
H 0.26076 -1.64284 -1.75915
H 1.67645 -2.06806 0.04770

Properties
- gap between HOMO and LUMO (eV) = 9.1
- structure (SMILES) = N/C=C(F)\C=N/N
- highest occupied orbital energy (eV) = -8.2
- ΔE to the lowest compared entry with this formula, charge and spin (kcal per mole) = 28.4
- F_max (Eh/bohr) = 0.0421
- E_tot (Ha) = -381.98655

Partial charges, natural (NBO), in e: -0.341 -0.667 -0.234 -0.806 0.193 -0.030 -0.032 0.201 0.368 0.345 0.410 0.209 0.384